Here is a structure of composition C26H29AuN4O2 from OMol25. Energies are from ωB97M-V/def2-TZVPD.

Summary:
* LUMO: -0.199 eV
* HOMO-LUMO gap: 7.25 eV

Structure (ORCA input):
```
! wB97M-V def2-TZVPD RIJCOSX def2/J DEFGRID3
* xyz 0 1
Au -0.813 0.783 -1.126
C -4.226 1.863 0.120
C -4.440 0.406 -0.187
C -5.667 -0.080 -0.627
C -5.837 -1.424 -0.922
C -4.771 -2.303 -0.790
C -3.528 -1.857 -0.353
C -2.341 -2.782 -0.268
C -3.406 -0.508 -0.043
N -2.114 -0.029 0.381
C -1.820 -0.067 1.619
C -2.758 -0.548 2.686
C -0.425 0.370 2.062
C 0.109 -0.213 3.343
N 0.153 1.191 1.305
C 1.479 1.653 1.562
C 1.635 2.959 2.023
C 0.430 3.819 2.293
C 2.927 3.432 2.213
C 4.028 2.635 1.930
C 3.841 1.348 1.453
C 2.563 0.829 1.258
C 2.370 -0.576 0.749
H -5.129 2.436 -0.083
H -3.411 2.278 -0.477
H -3.955 2.021 1.167
H -6.491 0.614 -0.746
H -6.796 -1.785 -1.271
H -4.893 -3.350 -1.045
H -2.578 -3.741 -0.726
H -2.045 -2.978 0.767
H -1.473 -2.363 -0.783
H -3.788 -0.548 2.342
H -2.666 0.086 3.569
H -2.502 -1.566 2.993
H -0.111 -1.280 3.412
H -0.358 0.273 4.204
H 1.183 -0.061 3.411
H -0.253 3.817 1.441
H 0.728 4.847 2.493
H -0.140 3.463 3.155
H 3.066 4.446 2.572
H 5.028 3.024 2.069
H 4.697 0.727 1.213
H 3.275 -0.930 0.257
H 1.553 -0.656 0.030
H 2.156 -1.270 1.569
O 0.329 1.528 -2.727
N 1.386 0.923 -3.129
N 1.437 -0.333 -2.904
O 0.528 -1.028 -2.320
C 2.662 -0.995 -3.310
C 3.691 -0.298 -3.931
C 4.834 -0.986 -4.301
C 4.956 -2.349 -4.053
C 3.917 -3.022 -3.429
C 2.760 -2.348 -3.052
H 3.591 0.760 -4.118
H 5.636 -0.447 -4.789
H 5.854 -2.876 -4.347
H 4.000 -4.084 -3.236
H 1.933 -2.848 -2.570
*
```

Here is the ion C18H24NO with charge +1 from OMol25. Energies are from ωB97M-V/def2-TZVPD.

Summary:
* LUMO: -2.433 eV
* HOMO-LUMO gap: 9.05 eV
* SMILES: COc1ccc([C@H]([NH2+]C(C)(C)C)c2ccccc2)cc1

Structure (ORCA input):
```
! wB97M-V def2-TZVPD RIJCOSX def2/J DEFGRID3
* xyz 1 1
C -5.363 2.136 -1.229
O -4.441 1.436 -2.082
C -3.126 1.354 -1.761
C -2.361 0.412 -2.491
C -1.097 0.073 -2.052
C -0.543 0.678 -0.911
C 0.680 -0.038 -0.320
N 0.192 -0.992 0.577
C 0.696 -2.432 0.650
C 0.257 -2.928 2.020
C 2.197 -2.441 0.523
C 0.073 -3.276 -0.464
C 1.750 0.861 0.318
C 3.051 0.813 -0.195
C 4.047 1.645 0.337
C 3.742 2.544 1.367
C 2.437 2.595 1.878
C 1.453 1.727 1.371
C -1.211 1.756 -0.325
C -2.503 2.095 -0.733
H -6.331 1.929 -1.684
H -5.337 1.756 -0.201
H -5.150 3.209 -1.246
H -2.838 -0.107 -3.320
H -0.499 -0.630 -2.641
H 1.171 -0.576 -1.127
H -0.820 -1.113 0.483
H 0.254 -0.608 1.531
H -0.833 -2.848 2.158
H 0.536 -3.984 2.114
H 0.761 -2.355 2.814
H 2.526 -2.036 -0.444
H 2.659 -1.887 1.352
H 2.524 -3.488 0.575
H 0.371 -2.946 -1.475
H 0.425 -4.315 -0.339
H -1.027 -3.304 -0.381
H 3.277 0.119 -1.001
H 5.057 1.592 -0.064
H 4.496 3.255 1.722
H 2.183 3.307 2.671
H 0.448 1.750 1.813
H -0.726 2.386 0.422
H -3.057 2.881 -0.207
*
```

Here is a structure of composition C48H38N4O5PSSc from OMol25. Energies are from ωB97M-V/def2-TZVPD.

Summary:
* LUMO: -0.139 eV
* HOMO-LUMO gap: 7.00 eV

Structure (ORCA input):
```
! wB97M-V def2-TZVPD RIJCOSX def2/J DEFGRID3
* xyz 0 1
Sc 1.212 -0.567 0.449
C 2.785 4.534 -1.891
O 3.040 3.250 -1.309
C 3.396 3.200 0.001
C 4.177 4.112 0.715
C 4.447 4.019 2.084
C 4.022 2.894 2.770
C 3.239 1.918 2.055
C 2.843 0.781 2.766
N 1.752 0.064 2.419
N 1.202 -0.697 3.367
C 0.054 -1.309 2.996
O -0.351 -1.376 1.756
C -0.665 -2.089 4.046
C -0.263 -1.927 5.364
C -0.752 -2.787 6.335
C -1.544 -3.872 5.979
C -1.967 -3.992 4.658
C -1.574 -3.090 3.698
C 2.933 2.027 0.669
O 2.277 1.110 -0.023
H 2.395 4.375 -2.877
H 3.724 5.162 -1.933
H 2.045 5.053 -1.271
H 4.551 4.976 0.174
H 4.887 4.877 2.659
H 4.231 2.649 3.781
H 3.360 0.595 3.728
H 0.421 -1.128 5.640
H -0.443 -2.606 7.366
H -1.870 -4.600 6.731
H -2.666 -4.803 4.379
H -1.956 -3.112 2.682
O 4.280 -3.016 -0.692
S 2.900 -2.923 -0.245
O 2.638 -2.193 1.091
N 1.838 -2.035 -1.081
C 1.586 -2.200 -2.473
C 2.519 -2.492 -3.468
C 2.041 -2.806 -4.777
C 0.725 -2.693 -5.119
C -0.244 -2.358 -4.144
C -1.627 -2.321 -4.351
C -2.473 -1.964 -3.309
C -1.948 -1.745 -2.033
N -0.638 -1.647 -1.804
C 0.218 -2.066 -2.791
C 2.288 -4.594 -0.266
C 0.965 -4.806 0.136
C 0.413 -6.095 0.089
C 1.257 -7.164 -0.190
C 2.592 -6.947 -0.531
C 3.144 -5.675 -0.518
H 3.595 -2.411 -3.297
H 2.768 -3.166 -5.484
H 0.470 -2.925 -6.139
H -2.040 -2.607 -5.326
H -3.544 -1.919 -3.436
H -2.585 -1.572 -1.166
H 0.367 -3.971 0.497
H -0.626 -6.289 0.349
H 0.891 -8.178 -0.133
H 3.213 -7.786 -0.907
H 4.207 -5.535 -0.707
C -6.123 0.653 -0.382
C -5.569 1.143 0.794
C -4.233 1.604 0.813
C -3.435 1.592 -0.317
C -4.040 1.101 -1.469
C -5.334 0.673 -1.538
P -1.627 1.719 -0.211
C -1.172 2.475 -1.803
C 0.035 2.342 -2.492
C 0.217 3.044 -3.695
C -0.793 3.828 -4.265
C -1.955 4.059 -3.536
C -2.122 3.401 -2.313
C -1.314 3.066 0.933
C -1.312 2.799 2.301
C -1.155 3.891 3.164
C -0.773 5.153 2.738
C -0.732 5.404 1.379
C -1.021 4.371 0.514
H -7.100 0.180 -0.376
H -6.165 1.206 1.718
H -3.871 2.000 1.751
H -3.488 0.925 -2.351
H -5.716 0.298 -2.500
H 0.818 1.672 -2.128
H 1.155 3.041 -4.218
H -0.676 4.234 -5.254
H -2.756 4.649 -3.972
H -3.078 3.515 -1.797
H -1.361 1.796 2.712
H -1.397 3.748 4.213
H -0.565 5.962 3.435
H -0.503 6.360 0.973
H -0.973 4.558 -0.557
*
```

Here is a structure of composition C21H31BiCl3IN6O6S6SeSi from OMol25. Energies are from ωB97M-V/def2-TZVPD.

Summary:
* LUMO: 3.135 eV
* HOMO-LUMO gap: 6.36 eV

Structure (ORCA input):
```
! wB97M-V def2-TZVPD RIJCOSX def2/J DEFGRID3
* xyz -2 1
Bi -0.125 -0.840 1.507
N -2.288 0.176 2.332
C -2.101 1.632 2.458
C -2.223 2.365 1.126
C -1.169 2.030 0.077
N -1.278 0.628 -0.341
H -3.097 -0.039 1.752
H -2.516 -0.257 3.231
H -1.115 1.806 2.900
H -2.840 2.046 3.152
H -2.168 3.438 1.336
H -3.219 2.186 0.704
H -0.162 2.186 0.479
H -1.288 2.721 -0.768
H -0.617 0.378 -1.067
H -2.222 0.407 -0.665
N -3.634 -2.651 0.938
C -2.425 -3.169 1.069
N -2.167 -4.050 2.021
S -1.159 -2.689 -0.036
H -4.220 -2.606 1.784
H -3.754 -1.901 0.259
H -2.781 -4.055 2.833
H -1.196 -4.315 2.158
Cl -0.756 -0.629 5.477
Si -0.473 -2.210 4.103
Cl -1.165 -3.916 5.109
Cl -4.008 -2.089 3.946
C -4.927 3.299 -2.414
S -6.514 2.438 -2.528
C -5.962 0.852 -3.020
C -5.206 0.008 -2.267
S -4.612 0.233 -0.674
S -4.777 -1.478 -3.103
C -5.586 -1.203 -4.603
S -5.564 -2.261 -5.879
S -6.351 0.331 -4.645
H -5.133 4.304 -2.042
H -4.446 3.363 -3.389
H -4.288 2.775 -1.704
C 5.856 0.099 -4.961
C 4.829 0.052 -3.859
C 3.952 1.108 -3.655
C 3.026 1.096 -2.616
C 2.080 2.257 -2.441
C 2.967 -0.014 -1.774
C 3.826 -1.102 -1.971
C 3.754 -2.317 -1.085
C 4.752 -1.043 -3.007
C 1.963 -0.048 -0.640
O 2.018 0.823 0.245
O 1.074 -0.960 -0.694
H 5.589 0.838 -5.717
H 5.953 -0.870 -5.455
H 6.843 0.366 -4.571
H 3.990 1.969 -4.318
H 2.395 3.106 -3.049
H 2.031 2.562 -1.397
H 1.068 1.982 -2.753
H 2.828 -2.866 -1.258
H 3.747 -2.045 -0.029
H 4.600 -2.979 -1.272
H 5.428 -1.882 -3.152
I 4.113 4.206 4.683
C 3.122 2.554 3.953
C 3.682 1.381 3.497
N 2.660 0.602 3.123
N 1.473 1.185 3.300
C 1.737 2.380 3.804
H 4.707 1.061 3.409
H 2.690 -0.332 2.699
H 0.938 3.062 4.052
O 2.169 -1.871 1.997
Se 2.032 -3.177 3.013
O 3.441 -3.741 3.509
O 1.237 -2.455 4.365
O 0.966 -4.232 2.412
*
```

Here is a structure of composition C35H36BrN6PtS4SeSiTe from OMol25. Energies are from ωB97M-V/def2-TZVPD.

Summary:
* LUMO: -3.696 eV
* HOMO-LUMO gap: 6.12 eV

Structure (ORCA input):
```
! wB97M-V def2-TZVPD RIJCOSX def2/J DEFGRID3
* xyz 1 1
Pt -0.068 0.681 0.622
N 0.370 -1.871 -2.540
C 0.266 -2.950 -1.672
C 0.281 -4.316 -1.921
C 0.148 -5.141 -0.827
C 0.000 -4.611 0.465
C -0.028 -3.254 0.702
C 0.115 -2.405 -0.396
N 0.122 -1.008 -0.533
C 0.295 -0.752 -1.815
C 0.406 0.597 -2.304
C 0.429 1.066 -3.572
S 0.464 2.769 -3.554
C 0.469 2.759 -1.858
N 0.452 1.564 -1.327
H 0.519 -1.915 -3.533
H 0.393 -4.707 -2.924
H 0.157 -6.214 -0.963
H -0.099 -5.289 1.303
H -0.132 -2.867 1.701
H 0.404 0.511 -4.496
H 0.510 3.675 -1.292
Br 2.176 3.556 1.014
C 0.406 3.600 1.638
C -0.026 4.820 2.125
C -1.302 4.929 2.647
C -2.091 3.800 2.691
C -1.602 2.619 2.184
N -0.378 2.502 1.618
H 0.648 5.663 2.091
H -1.658 5.879 3.025
H -3.086 3.813 3.114
H -2.194 1.720 2.196
C 3.627 -6.000 0.289
C 3.364 -4.550 0.595
C 3.105 -4.119 1.882
C 2.843 -2.781 2.183
C 2.617 -2.458 3.638
C 2.840 -1.840 1.146
Te 2.499 0.215 1.493
C 3.194 -2.245 -0.157
C 3.392 -1.266 -1.291
C 3.417 -3.591 -0.412
H 3.267 -6.647 1.088
H 4.698 -6.180 0.171
H 3.144 -6.298 -0.642
H 3.093 -4.845 2.690
H 3.541 -2.610 4.204
H 1.865 -3.130 4.057
H 2.285 -1.437 3.790
H 2.510 -0.645 -1.460
H 3.631 -1.797 -2.213
H 4.208 -0.575 -1.075
H 3.665 -3.902 -1.422
S -2.274 5.573 -3.262
C -2.564 4.056 -2.692
S -2.417 3.618 -1.012
C -2.551 1.917 -1.411
N -2.778 1.715 -2.661
N -2.860 2.903 -3.358
C -3.137 2.803 -4.763
C -3.974 3.722 -5.373
C -4.233 3.602 -6.730
C -3.672 2.566 -7.465
C -2.857 1.636 -6.836
C -2.589 1.753 -5.480
S -2.447 0.645 -0.233
H -4.409 4.525 -4.797
H -4.883 4.320 -7.213
H -3.881 2.476 -8.523
H -2.437 0.813 -7.400
H -1.995 1.012 -4.963
C -0.623 -1.080 5.723
Si -0.525 0.459 4.679
C -1.921 1.574 5.217
C 1.063 1.391 4.910
Se -0.815 -0.535 2.602
H -0.484 -0.811 6.774
H 0.141 -1.810 5.454
H -1.604 -1.553 5.628
H -1.948 1.538 6.312
H -2.894 1.240 4.850
H -1.764 2.614 4.934
H 1.066 1.797 5.929
H 1.142 2.231 4.215
H 1.947 0.768 4.781
*
```

Here is a cluster of 2 separate species, C2O3S in total from OMol25. Energies are from ωB97M-V/def2-TZVPD.

Summary:
* LUMO: 0.448 eV
* HOMO-LUMO gap: 11.32 eV
* SMILES: O=C=O.O=C=S

Structure (ORCA input):
```
! wB97M-V def2-TZVPD RIJCOSX def2/J DEFGRID3
* xyz 0 1
O 2.404 0.090 -1.156
C 1.832 0.088 -0.199
O 1.218 0.072 0.780
O -2.274 -0.060 1.389
C -1.870 -0.055 0.298
S -1.310 -0.134 -1.113
*
```

Here is a structure of composition C4H2O2 from OMol25. Energies are from ωB97M-V/def2-TZVPD.

Summary:
* LUMO (spin up / spin down): -1.023 / -0.970 eV
* HOMO-LUMO gap (spin up / spin down): 8.19 / 8.31 eV

Structure (ORCA input):
```
! wB97M-V def2-TZVPD RIJCOSX def2/J DEFGRID3
* xyz 0 1
C -0.394 -0.046 -1.056
C 0.370 0.114 1.014
C 0.827 -0.302 -0.352
C -0.860 0.355 0.320
O 0.128 -1.384 -0.865
O -0.143 1.430 0.872
H -0.651 0.284 -2.042
H 0.724 -0.453 2.110
*
```

Here is a cluster of 2 separate species, C4H6BrNS in total from OMol25. Energies are from ωB97M-V/def2-TZVPD.

Summary:
* LUMO (spin up / spin down): -0.970 / -0.976 eV
* HOMO-LUMO gap (spin up / spin down): 7.67 / 7.66 eV

Structure (ORCA input):
```
! wB97M-V def2-TZVPD RIJCOSX def2/J DEFGRID3
* xyz 0 1
C -2.330 -0.635 0.227
C 0.310 -0.894 -0.985
C 1.595 -0.520 -0.733
C 0.746 1.530 0.846
N -1.883 -0.695 -0.917
S 2.259 0.850 0.113
Br 2.980 -1.627 -1.497
H -1.782 -0.560 1.168
H -3.416 -0.663 0.357
H 0.113 -1.782 -1.557
H 0.014 1.722 0.065
H 1.033 2.454 1.340
H 0.362 0.820 1.572
*
```

Here is a cluster of 2 separate species, C2H8N4 in total from OMol25. Energies are from ωB97M-V/def2-TZVPD.

Summary:
* LUMO: -8.949 eV
* HOMO-LUMO gap: 10.46 eV

Structure (ORCA input):
```
! wB97M-V def2-TZVPD RIJCOSX def2/J DEFGRID3
* xyz 2 1
C -0.711 0.064 0.398
C -0.161 -0.500 1.621
N -0.787 -1.205 0.627
N -0.964 0.969 -0.492
N 1.952 -0.801 0.961
N -1.686 0.728 -1.676
H -0.340 -0.339 2.687
H -0.649 1.954 -0.370
H 2.099 -0.465 -0.009
H 1.613 -1.783 1.034
H 2.697 -0.662 1.546
H -1.188 1.114 -2.619
H -2.532 1.241 -1.714
H -1.788 -0.264 -1.838
*
```

Here is a structure of composition C30H33ClN4O4PRh from OMol25. Energies are from ωB97M-V/def2-TZVPD.

Summary:
* LUMO: -8.000 eV
* HOMO-LUMO gap: 6.80 eV

Structure (ORCA input):
```
! wB97M-V def2-TZVPD RIJCOSX def2/J DEFGRID3
* xyz 2 1
Rh 0.116 0.563 0.308
O 4.797 0.296 3.881
C 5.157 -0.020 2.650
O 6.256 -0.385 2.358
C 4.105 0.095 1.567
C 4.350 -0.134 0.207
Cl 5.788 -0.573 -0.536
N 3.181 0.004 -0.465
N 2.209 0.314 0.400
C 2.737 0.375 1.610
C 1.773 0.754 2.678
O 2.120 0.916 3.820
O 0.541 0.928 2.256
C 2.853 -0.184 -1.845
C 3.704 0.244 -2.851
C 3.355 0.014 -4.174
C 2.176 -0.649 -4.489
C 1.317 -1.052 -3.477
C 1.649 -0.812 -2.153
H 3.857 0.557 3.977
H 4.623 0.756 -2.606
H 4.014 0.353 -4.962
H 1.933 -0.858 -5.523
H 0.401 -1.575 -3.717
H 1.006 -1.179 -1.358
C -1.932 3.273 0.775
P -0.485 2.742 -0.156
C 0.764 3.980 0.121
C 1.200 4.815 -0.910
C 2.072 5.849 -0.611
C 2.532 6.025 0.687
C 2.116 5.175 1.708
C 1.240 4.143 1.428
C -0.910 2.681 -1.885
C 0.074 2.205 -2.764
C -0.201 2.103 -4.118
C -1.457 2.459 -4.594
C -2.439 2.916 -3.721
C -2.175 3.024 -2.366
H -2.197 4.279 0.450
H -1.691 3.291 1.838
H -2.761 2.585 0.607
H 0.841 4.683 -1.922
H 2.385 6.526 -1.394
H 3.228 6.824 0.906
H 2.476 5.318 2.717
H 0.925 3.468 2.217
H 1.057 1.940 -2.385
H 0.560 1.751 -4.800
H -1.671 2.383 -5.652
H -3.413 3.195 -4.101
H -2.943 3.399 -1.702
C -4.510 -1.521 -1.372
C -4.473 -0.157 -0.687
N -4.013 -0.222 0.708
C -5.052 -0.277 1.758
C -5.573 -1.681 2.042
C -2.726 -0.263 1.001
C -2.295 -0.379 2.433
N -1.775 -0.213 0.059
H -4.801 -1.398 -2.415
H -5.237 -2.176 -0.897
H -3.537 -2.015 -1.340
H -5.469 0.280 -0.680
H -3.831 0.531 -1.242
H -5.874 0.356 1.428
H -4.655 0.162 2.668
H -6.140 -2.078 1.202
H -6.240 -1.641 2.903
H -4.761 -2.373 2.271
H -2.443 0.556 2.976
H -1.242 -0.628 2.479
H -2.854 -1.159 2.946
H -2.115 -0.260 -0.893
*
```

Here is the ion C3H6N3O with charge +1 from OMol25. Energies are from ωB97M-V/def2-TZVPD.

Summary:
* LUMO: -4.552 eV
* HOMO-LUMO gap: 10.74 eV
* SMILES: O[C@@H]1N=CNC=[NH+]1

Structure (ORCA input):
```
! wB97M-V def2-TZVPD RIJCOSX def2/J DEFGRID3
* xyz 1 1
O 1.674 -1.301 0.488
C 1.072 -0.369 -0.391
N 1.074 0.991 0.029
C 0.037 1.634 0.370
N -1.254 1.042 0.310
C -1.333 -0.232 -0.059
N -0.326 -0.920 -0.492
H 2.342 -1.857 0.076
H 1.412 -0.481 -1.360
H 0.160 2.586 0.709
H -1.930 1.583 0.817
H -2.397 -0.765 -0.055
H -0.530 -1.910 -0.443
*
```

ΔE to the lowest compared entry with this formula, charge and spin, record by record: 3.68; 19.68; 22.22; 0.00; 0.43; 3.21; 135.27; 114.86; 121.24; 0.00; 6.20 kcal per mole